# C14H26Cl10Mg2O4

A structure of composition C14H26Cl10Mg2O4 at a distorted geometry (ωB97M-V/def2-TZVPD, the OMol25 dataset).

Each line ends with the natural charge from an NBO analysis.
CARTESIAN COORDINATES (ANGSTROEM)
Mg (0.5561, -2.4955, 3.0287)  1.908
Mg (-2.1771, -2.4056, 0.9024)  1.784
C (-3.0846, -2.1330, 5.0124)  -0.733
C (-2.4077, -2.4183, 3.7192)  0.873
O (-3.0008, -2.1654, 2.6539)  -0.804
O (-1.1878, -2.8835, 3.7368)  -1.007
H (-3.9877, -1.5666, 4.8262)  0.262
H (-2.4093, -1.5892, 5.6695)  0.253
H (-3.3442, -3.0806, 5.4890)  0.276
C (0.3863, 0.6158, 0.4186)  -0.759
C (-0.5013, -0.5143, 0.6811)  0.854
O (-1.5034, -0.7937, -0.0141)  -0.748
O (-0.2714, -1.3537, 1.6999)  -1.073
H (0.1058, 1.4445, 1.0725)  0.275
H (0.2380, 0.9366, -0.6105)  0.268
H (1.4145, 0.3136, 0.5809)  0.278
Cl (-6.1788, -0.6188, 1.5011)  -0.037
C (-6.0397, -0.6171, -0.2752)  -0.417
C (-5.7545, -1.9812, -0.8163)  -0.304
Cl (-4.0735, -2.4991, -0.3945)  -0.209
H (-5.2517, 0.0760, -0.5651)  0.244
H (-6.9733, -0.2613, -0.7060)  0.264
H (-5.8334, -1.9785, -1.9022)  0.263
H (-6.4346, -2.7352, -0.4325)  0.257
Cl (3.3938, -1.6076, -0.0993)  -0.126
C (4.9085, -1.9508, 0.8201)  -0.349
C (5.9130, -2.5355, -0.1191)  -0.421
Cl (7.3952, -2.8591, 0.7526)  0.008
H (4.6680, -2.6810, 1.5904)  0.204
H (5.2367, -1.0269, 1.2838)  0.238
H (6.1271, -1.8463, -0.9343)  0.237
H (5.5165, -3.4505, -0.5541)  0.224
Cl (-4.5346, 2.7543, -2.9707)  -0.036
C (-2.8702, 2.1323, -2.9268)  -0.398
C (-2.7191, 0.8715, -3.7087)  -0.377
Cl (-3.7961, -0.4049, -3.0833)  -0.094
H (-2.6402, 1.9670, -1.8706)  0.203
H (-2.2139, 2.9187, -3.2790)  0.241
H (-1.6961, 0.5010, -3.6449)  0.223
H (-2.9129, 1.0216, -4.7688)  0.243
Cl (2.3503, 1.6699, -4.5333)  -0.052
C (3.0957, 0.5642, -3.3383)  -0.381
C (3.9802, 1.2851, -2.3488)  -0.418
Cl (5.6371, 1.3928, -2.9167)  -0.024
H (3.6296, -0.2169, -3.8693)  0.236
H (2.2636, 0.0890, -2.8100)  0.191
H (3.9845, 0.7297, -1.4122)  0.210
H (3.6273, 2.2915, -2.1469)  0.235
Cl (3.6326, 4.5463, 0.0072)  -0.008
C (2.1748, 4.0218, 0.8441)  -0.413
C (2.4723, 3.3479, 2.1355)  -0.380
Cl (3.3640, 1.8215, 1.9074)  -0.088
H (1.5746, 3.3842, 0.1935)  0.201
H (1.5707, 4.9101, 1.0360)  0.243
H (1.5493, 3.0917, 2.6624)  0.212
H (3.0319, 3.9713, 2.8265)  0.246

Properties
Spin multiplicity: 1
ΔE to the lowest compared entry with this formula, charge and spin (kJ/mol): 0.0
Energy (Eh): -5851.74379
HOMO level (eV): -14.32
Net charge: +2
HOMO-LUMO gap (eV): 5.064